{
  "formula": "C16H34NO8P",
  "method": "ωB97M-V/def2-TZVPD",
  "total_charge": 0,
  "e_tot_ha": -1628.033919,
  "gap_ev": 8.3,
  "smiles": "CCOPCCCCNC(C)=O.CCOC(=O)OC.CCOC(=O)OC",
  "symbols": ["C", "C", "O", "P", "C", "C", "C", "C", "N", "C", "C", "O", "H", "H", "H", "H", "H", "H", "H", "H", "H", "H", "H", "H", "H", "H", "H", "H", "H", "H", "C", "C", "O", "C", "O", "O", "C", "H", "H", "H", "H", "H", "H", "H", "H", "C", "C", "O", "C", "O", "O", "C", "H", "H", "H", "H", "H", "H", "H", "H"],
  "positions_angstrom": [[-1.0734, -0.4616, 4.8268], [-2.2788, -1.3039, 4.1679], [-1.9654, -1.4549, 2.7641], [-2.0294, -3.0831, 2.2312], [-0.5426, -3.5568, 1.1709], [-0.3655, -2.7120, -0.1621], [-0.3692, -1.1383, 0.0322], [0.8382, -0.5872, 0.9457], [1.9304, -1.5883, 1.0516], [2.5945, -1.5485, 2.3433], [4.2094, -1.5447, 2.3699], [2.0230, -1.5490, 3.4385], [-0.2268, -0.4537, 4.0742], [-0.6979, -0.9326, 5.7821], [-1.3784, 0.6125, 5.0090], [-3.2033, -0.6411, 4.2659], [-2.4943, -2.2671, 4.7130], [-1.8774, -3.8884, 3.4230], [0.3963, -3.5317, 1.8201], [-0.6639, -4.6567, 0.8824], [-1.1823, -2.9920, -0.9097], [0.6072, -3.0380, -0.6602], [-0.1945, -0.6827, -1.0029], [-1.3798, -0.7711, 0.3613], [0.3959, -0.3023, 1.9548], [1.2383, 0.3615, 0.4555], [2.5866, -1.5431, 0.2691], [4.5291, -2.6273, 2.4224], [4.5648, -0.9334, 3.2435], [4.5414, -1.1400, 1.3670], [3.6692, 4.1188, -2.9635], [4.6020, 3.8545, -1.7974], [4.3284, 2.5812, -1.1980], [4.8205, 1.5229, -1.8500], [5.4687, 1.5485, -2.8638], [4.4452, 0.4158, -1.1893], [4.8395, -0.7958, -1.8322], [2.6275, 4.0041, -2.6550], [3.8155, 5.1275, -3.3537], [3.8415, 3.4086, -3.7745], [4.4368, 4.6050, -1.0223], [5.6506, 3.9252, -2.0961], [5.9079, -0.8034, -2.0507], [4.2602, -0.9376, -2.7469], [4.6183, -1.6187, -1.1514], [-6.6805, 2.1600, -3.4545], [-5.2741, 1.6932, -3.7766], [-4.3996, 1.8854, -2.6583], [-4.4983, 0.9672, -1.6888], [-5.2311, 0.0115, -1.6863], [-3.6532, 1.3079, -0.7057], [-3.7176, 0.4528, 0.4363], [-6.6688, 3.1900, -3.0904], [-7.3183, 2.1025, -4.3384], [-7.1277, 1.5490, -2.6681], [-4.8701, 2.2933, -4.5942], [-5.2608, 0.6509, -4.1046], [-3.6035, -0.5954, 0.1563], [-4.6611, 0.6087, 0.9637], [-2.8995, 0.7220, 1.1038]]
}

=====

{
  "formula": "C16H34O",
  "method": "ωB97M-V/def2-TZVPD",
  "total_charge": 0,
  "e_tot_ha": -705.281552,
  "gap_ev": 11.2,
  "smiles": "CCCCCCCCCCCCCCCCO",
  "symbols": ["C", "C", "C", "C", "C", "C", "C", "C", "C", "C", "C", "C", "C", "C", "C", "C", "O", "H", "H", "H", "H", "H", "H", "H", "H", "H", "H", "H", "H", "H", "H", "H", "H", "H", "H", "H", "H", "H", "H", "H", "H", "H", "H", "H", "H", "H", "H", "H", "H", "H", "H"],
  "positions_angstrom": [[-3.8677, -0.2455, -3.2783], [-2.4472, -0.7978, -3.2645], [-1.4464, 0.1362, -2.5835], [-1.2205, 1.4388, -3.3507], [-0.0577, 2.2623, -2.7948], [-0.3551, 2.8522, -1.4182], [0.7828, 3.7133, -0.8679], [2.1098, 2.9752, -0.6642], [2.0092, 1.6804, 0.1433], [1.5056, 1.8918, 1.5692], [1.4115, 0.5870, 2.3619], [0.2813, -0.3198, 1.8751], [0.0389, -1.5268, 2.7818], [1.1926, -2.5272, 2.7660], [0.8843, -3.7944, 3.5669], [-0.0284, -4.7617, 2.8096], [0.5376, -5.2172, 1.6036], [-4.1946, -0.0124, -2.2670], [-3.9288, 0.6593, -3.8774], [-4.5536, -0.9773, -3.6995], [-2.1227, -0.9890, -4.2902], [-2.4460, -1.7538, -2.7350], [-1.8015, 0.3555, -1.5750], [-0.4904, -0.3866, -2.4935], [-2.1282, 2.0443, -3.3285], [-1.0083, 1.1947, -4.3950], [0.8285, 1.6277, -2.7428], [0.1612, 3.0800, -3.4866], [-0.5725, 2.0503, -0.7133], [-1.2515, 3.4744, -1.4905], [0.9607, 4.5466, -1.5529], [0.4619, 4.1423, 0.0839], [2.8022, 3.6552, -0.1607], [2.5412, 2.7405, -1.6396], [3.0025, 1.2253, 0.1873], [1.3556, 0.9819, -0.3780], [2.1872, 2.5739, 2.0842], [0.5211, 2.3619, 1.5493], [1.2359, 0.8271, 3.4139], [2.3654, 0.0609, 2.2955], [-0.6392, 0.2683, 1.8280], [0.4984, -0.6778, 0.8675], [-0.8715, -2.0283, 2.4479], [-0.1285, -1.1838, 3.8062], [1.4098, -2.8115, 1.7340], [2.0843, -2.0559, 3.1824], [0.4104, -3.5322, 4.5144], [1.8204, -4.3138, 3.7949], [-0.2763, -5.6143, 3.4604], [-0.9598, -4.2703, 2.5229], [1.3963, -5.6101, 1.7972]]
}

=====

{
  "formula": "C16H34OP2Pd",
  "method": "ωB97M-V/def2-TZVPD",
  "total_charge": 0,
  "e_tot_ha": -1515.476100,
  "gap_ev": [4.8, 5.0],
  "multiplicity": 3,
  "symbols": ["P", "P", "C", "C", "H", "H", "H", "H", "C", "H", "H", "H", "C", "H", "H", "H", "C", "H", "H", "H", "C", "H", "H", "H", "Pd", "C", "C", "C", "C", "C", "C", "C", "C", "C", "H", "H", "H", "H", "H", "H", "H", "H", "H", "H", "H", "H", "H", "H", "H", "C", "O", "H", "H", "H"],
  "positions_angstrom": [[0.2043, 1.1521, 3.6174], [-0.4593, -3.3979, -2.2784], [-1.4998, -1.6465, -0.5161], [-1.9394, -2.5537, -1.5734], [-0.6072, -1.9070, 0.0579], [-2.2432, -0.9907, -0.0730], [-2.5934, -3.3845, -1.2362], [-2.4191, -2.0340, -2.4253], [0.4162, -2.2181, -3.3012], [1.3475, -2.6905, -3.6492], [0.6554, -1.2984, -2.7327], [-0.1937, -1.9565, -4.1777], [-0.8583, -4.8919, -3.1346], [-1.4834, -4.6610, -4.0052], [-1.4017, -5.5840, -2.4821], [0.0575, -5.3809, -3.4854], [1.4349, 1.8068, 4.7930], [1.5952, 1.0797, 5.5973], [1.1130, 2.7817, 5.1858], [2.3629, 1.9583, 4.2254], [-1.3208, 1.0318, 4.5990], [-2.1116, 0.6391, 3.9477], [-1.6381, 2.0308, 4.9346], [-1.1887, 0.3683, 5.4601], [0.8021, 1.3534, -1.3440], [-0.7792, 2.2145, -2.1176], [0.4077, 2.9499, -2.4076], [0.8485, 4.1891, -1.5970], [1.9528, 3.8429, -0.5552], [1.6146, 2.4603, -0.0254], [0.3313, 2.1927, 0.4988], [-1.0869, 1.8449, 0.2706], [-1.6910, 2.5598, -0.9622], [0.7607, -0.5728, 3.3512], [-1.2571, 1.6633, -2.9434], [0.7803, 2.9280, -3.4504], [-0.0223, 4.6383, -1.0888], [1.2508, 4.9680, -2.2726], [2.9229, 3.7837, -1.0791], [2.0714, 4.5670, 0.2770], [2.3909, 1.9157, 0.5229], [0.4151, 2.3122, 1.6356], [-1.6735, 2.0168, 1.1781], [-1.1622, 0.7457, 0.1156], [-2.7070, 2.1832, -1.1439], [-1.7377, 3.6397, -0.7718], [-0.0087, -1.1681, 2.8319], [1.0118, -1.0036, 4.3304], [1.6581, -0.5439, 2.7103], [1.1755, -4.8495, -0.6542], [0.4081, -3.6852, -1.0113], [0.5111, -5.7119, -0.4750], [1.6819, -4.5862, 0.2737], [1.9007, -5.1010, -1.4442]]
}

=====

{
  "formula": "C16H35FHfNO8S5",
  "method": "ωB97M-V/def2-TZVPD",
  "total_charge": 4,
  "e_tot_ha": -3424.331919,
  "gap_ev": 5.6,
  "multiplicity": 2,
  "symbols": ["Hf", "N", "O", "O", "O", "F", "C", "C", "C", "C", "C", "C", "H", "H", "H", "H", "H", "C", "S", "O", "C", "H", "H", "H", "H", "H", "H", "C", "S", "O", "C", "H", "H", "H", "H", "H", "H", "C", "S", "O", "C", "H", "H", "H", "H", "H", "H", "C", "S", "O", "C", "H", "H", "H", "H", "H", "H", "C", "S", "O", "C", "H", "H", "H", "H", "H", "H"],
  "positions_angstrom": [[-5.6243, -32.2885, -13.6197], [-2.7983, -30.7147, -15.2664], [-2.4973, -30.6657, -16.4175], [-2.0369, -30.4473, -14.3436], [-3.8609, -31.1763, -14.9843], [-0.9478, -27.2831, -19.1176], [-0.5957, -26.9391, -17.8676], [-0.5691, -25.5456, -17.5690], [-0.2835, -25.1995, -16.2614], [-0.1294, -26.2009, -15.3079], [-0.0686, -27.5724, -15.5785], [-0.1474, -27.9302, -16.9380], [-0.8251, -24.9271, -18.4165], [-0.1867, -24.1461, -16.0434], [0.0225, -25.9283, -14.2740], [-0.1596, -28.3085, -14.7935], [0.0390, -28.9726, -17.1503], [-6.2927, -28.4795, -16.3881], [-7.2319, -28.9461, -14.8894], [-6.4415, -30.1616, -14.3612], [-6.8498, -27.4699, -13.8258], [-6.8047, -27.6732, -16.9134], [-6.3708, -29.3491, -17.0406], [-5.2408, -28.2456, -16.2240], [-7.0060, -27.8140, -12.8035], [-7.4502, -26.6023, -14.0995], [-5.8013, -27.1945, -13.9397], [-4.8065, -31.8477, -18.2069], [-5.9412, -32.8967, -17.2868], [-6.0440, -32.3004, -15.8692], [-7.4333, -32.1776, -18.1529], [-3.7676, -32.0388, -17.9381], [-5.0760, -30.8214, -17.9577], [-5.0261, -31.9864, -19.2655], [-7.8625, -31.4481, -17.4661], [-8.2072, -32.9448, -18.1778], [-7.2445, -31.5430, -19.0188], [-2.6613, -29.1947, -11.4161], [-4.4572, -29.0440, -11.8206], [-4.6607, -30.4646, -12.3282], [-5.1770, -29.1915, -10.1219], [-2.5215, -28.6109, -10.5063], [-2.0844, -28.6318, -12.1498], [-2.2324, -30.1935, -11.3348], [-6.2622, -29.2566, -10.2010], [-4.9743, -28.2672, -9.5809], [-4.6790, -30.0971, -9.7756], [-2.9684, -35.2497, -11.7329], [-2.3109, -33.7241, -12.5984], [-3.4880, -32.7913, -12.9226], [-1.4476, -32.7886, -11.3234], [-3.4108, -35.1391, -10.7429], [-2.0995, -35.8890, -11.5773], [-3.6723, -35.7481, -12.3994], [-2.0194, -32.2185, -10.5912], [-0.7146, -32.1007, -11.7448], [-0.8476, -33.4816, -10.7337], [-2.9013, -36.2964, -15.3975], [-3.3964, -34.6003, -16.0469], [-4.2859, -33.9061, -15.0108], [-1.6980, -33.8211, -16.0352], [-2.8278, -36.2677, -14.3103], [-1.9021, -36.5516, -15.7503], [-3.6442, -37.0281, -15.7150], [-1.0147, -34.6089, -16.3522], [-1.2322, -33.3618, -15.1633], [-1.5867, -33.1173, -16.8600]]
}